No. 1
Computed, not measured: 2 unconnected molecules or ions with the total composition C24H24NO3 in a non-equilibrium geometry, with ωB97M-V/def2-TZVPD.

**ΔE to the lowest compared entry with this formula, charge and spin**: 38.1 kJ/mol
**Orbital gap**: 4.769 eV
**Maximum force**: 1.44 eV/A
**Charge**: +1

```
52
C24H24NO3 | the OMol25 dataset | ωB97M-V/def2-TZVPD
O -5.181 0.759 3.527
O 5.249 0.737 3.638
O 0.725 -5.815 2.132
N 0.624 -2.428 -0.968
C -1.500 0.676 3.823
C 2.455 -1.551 3.482
C -3.888 0.352 3.553
C 1.428 -3.504 -0.612
C 2.849 1.224 3.407
C 0.028 -1.294 3.363
C 3.954 0.342 3.543
C 3.730 -1.059 3.575
C 1.404 -5.272 1.092
C -1.250 -0.704 3.542
C 2.549 -4.047 -1.216
C 1.581 0.704 3.202
C 5.580 2.140 3.590
C -2.404 -1.552 3.449
C 1.314 -0.691 3.357
C 0.868 -4.077 0.562
C -3.679 -1.049 3.471
C -0.273 -3.297 0.908
C -2.772 1.215 3.722
C 1.203 -7.073 2.661
C -0.400 -2.288 -0.046
C 2.549 -5.823 0.479
C -5.496 2.166 3.553
C 3.110 -5.202 -0.644
H -4.561 -1.685 3.417
H -1.153 -1.511 -0.136
H 2.959 -3.585 -2.112
H 3.990 -5.659 -1.089
H 0.765 -1.831 -1.778
H 1.210 -7.860 1.892
H 6.672 2.140 3.612
H 0.036 -2.383 3.302
H 2.213 -6.963 3.083
H 5.181 2.667 4.467
H -2.263 -2.628 3.355
H 0.487 -7.317 3.446
H 3.012 2.305 3.439
H 4.603 -1.702 3.680
H 2.972 -6.748 0.875
H 0.785 1.378 2.887
H -0.910 -3.493 1.759
H 2.300 -2.629 3.500
H -6.587 2.181 3.497
H 5.216 2.611 2.667
H -2.933 2.295 3.799
H -5.157 2.634 4.487
H -0.679 1.328 4.115
H -5.061 2.687 2.689
```

=====

No. 2
Computed, not measured: a molecular structure, C24H25BHgN11S2, with ωB97M-V/def2-TZVPD.

**ΔE to the lowest compared entry with this formula, charge and spin**: 178.0 kJ/mol
**2S+1**: 2
**Orbital gap (alpha / beta)**: 2.336 / 5.830 eV
**Maximum force**: 0.90 eV/A
**Charge**: -2

```
64
C24H25BHgN11S2 | the OMol25 dataset | ωB97M-V/def2-TZVPD
Hg 0.257 0.343 1.162
S 2.538 -0.637 1.731
S 0.469 1.776 3.136
N -1.522 -3.732 0.144
N -4.172 0.859 2.221
N 2.582 1.679 -2.722
N -4.511 -0.045 1.321
N -2.159 -0.047 -2.616
N -0.744 -1.926 1.195
N 0.246 -0.834 -1.322
N -5.086 1.442 3.073
N -2.909 1.228 2.182
N -2.379 0.529 1.227
N 1.058 1.819 -1.122
C 0.113 -2.275 -1.140
C -1.619 -2.569 2.028
C 1.970 1.271 5.295
C -2.130 -3.719 1.383
C 2.963 0.704 6.074
C 1.359 4.270 -0.663
C 1.623 3.061 -1.299
C -3.359 -0.229 0.709
C 2.602 2.993 -2.307
C 3.634 -0.607 4.189
C -3.018 0.718 -2.749
C -3.004 -3.074 3.923
C 1.380 -0.439 -2.117
C -2.054 -2.234 3.331
C 3.358 4.089 -2.691
C 2.107 5.369 -1.051
C 3.092 5.286 -2.037
C 2.624 -0.061 3.383
C -3.032 -4.582 1.997
C 1.640 1.023 -1.968
C -0.720 -2.602 0.052
C -3.471 -4.221 3.298
C 3.807 -0.243 5.512
C 1.770 0.917 3.955
B -4.189 1.740 -2.957
H 3.167 1.260 -3.421
H -5.149 1.370 -2.305
H 1.258 -0.668 -3.190
H 0.602 4.322 0.108
H -3.399 -2.816 4.901
H 1.119 -2.721 -1.000
H 4.121 4.020 -3.457
H -4.558 1.784 3.866
H -5.519 2.226 2.599
H 1.313 2.026 5.712
H 2.260 -0.989 -1.759
H -3.803 2.834 -2.584
H -3.400 -5.474 1.503
H -0.627 -0.472 -1.764
H -4.189 -4.854 3.810
H 3.069 0.998 7.113
H -3.232 -0.892 -0.128
H -0.328 -2.748 -2.034
H -4.467 1.772 -4.147
H 4.295 -1.334 3.733
H 3.662 6.168 -2.301
H 4.588 -0.705 6.107
H -1.656 -1.357 3.826
H -1.745 -4.336 -0.623
H 1.928 6.326 -0.575
```

=====

No. 3
Computed, not measured: a gas-phase ion, C24H25BNO6 (charge +1) in a non-equilibrium geometry, with ωB97M-V/def2-TZVPD.

**ΔE to the lowest compared entry with this formula, charge and spin**: 23.8 kJ/mol
**Orbital gap**: 6.100 eV
**Maximum force**: 4.61 eV/A
**Charge**: +1

```
57
C24H25BNO6 | the OMol25 dataset | ωB97M-V/def2-TZVPD
O -1.179 2.494 -1.957
O 0.454 -1.759 -1.108
O -1.825 0.493 0.923
O 1.402 -2.533 -3.014
O 4.719 -1.731 -1.574
O -0.127 0.620 -1.231
N -1.670 -1.013 -1.887
C 0.453 0.064 1.641
C 0.347 1.515 2.146
C 1.212 3.768 2.429
C 2.184 0.517 -0.212
C -2.672 -2.068 -1.572
C -0.823 -1.500 -3.076
C 1.350 2.462 1.948
C -1.392 -1.678 1.461
C 2.487 -1.385 1.222
C -0.764 -0.440 1.041
C -0.884 3.151 3.457
C -4.132 0.754 1.464
C 4.781 -1.246 -2.934
C 0.454 -2.014 -2.473
C -0.738 1.857 2.960
C 3.915 -1.083 -0.691
C 3.285 0.146 -0.970
C 3.597 -1.772 0.502
C -2.967 -0.089 1.342
C -1.204 1.301 -1.800
C -2.286 0.331 -2.178
C 1.737 -0.265 0.848
C -2.740 -1.411 1.693
C 0.095 4.121 3.190
B -0.508 -0.712 -0.914
H -3.916 1.664 2.039
H -2.191 -2.914 -1.062
H -0.619 -0.658 -3.758
H -4.916 0.191 1.980
H 5.191 -0.228 -2.966
H -0.850 -2.602 1.659
H 0.558 -0.548 2.556
H -2.541 0.406 -3.244
H -3.195 0.484 -1.580
H 1.989 4.500 2.206
H -3.461 -1.650 -0.933
H 5.458 -1.942 -3.431
H -1.346 -2.290 -3.631
H -4.517 1.041 0.477
H -1.482 1.103 3.223
H 2.167 -1.969 2.089
H 3.788 -1.276 -3.404
H -3.121 -2.404 -2.518
H -3.493 -2.090 2.093
H 2.263 2.204 1.412
H -0.015 5.132 3.579
H 3.576 0.757 -1.828
H 4.165 -2.667 0.754
H -1.768 3.392 4.051
H 1.715 1.469 -0.437
```

=====

No. 4
Computed, not measured: a molecular structure, C24H25BeClF8LiN3NaO13PS in a non-equilibrium geometry, with ωB97M-V/def2-TZVPD.

**Orbital gap**: 1.150 eV
**Maximum force**: 1.55 eV/A

```
79
C24H25BeClF8LiN3NaO13PS | the OMol25 dataset | ωB97M-V/def2-TZVPD
Cl 12.230 -1.692 2.922
S -3.688 -4.854 -0.343
P -3.356 7.428 -2.231
Na 11.247 -1.236 6.266
F -4.089 6.873 -3.604
F -1.955 6.886 -2.936
F -2.432 7.207 -0.863
F -4.223 8.450 -1.280
F -3.116 8.796 -3.105
F 0.868 -3.877 3.178
F -4.315 6.229 -1.563
F 7.181 -0.515 2.460
O -4.026 2.526 -1.341
O -3.353 3.624 0.360
O -1.118 -3.519 1.307
O -0.606 0.314 0.553
O -4.570 -5.378 -4.449
O 2.567 -2.686 2.481
O -4.732 0.445 2.116
O -2.685 4.149 -1.573
O -4.447 -3.504 -3.377
O -5.910 -3.677 -5.091
O 2.740 7.720 -4.630
O 3.306 8.532 -2.719
O -2.830 0.559 0.888
N 2.783 7.685 -3.417
N 0.428 -1.953 2.136
N -3.359 3.437 -0.853
C 1.629 5.373 -0.733
C -4.345 -3.472 0.665
C 1.385 -2.837 2.550
C -5.062 -4.141 -4.380
C -3.122 -1.366 2.205
C 2.177 6.520 -2.742
C -5.145 -6.180 -5.491
C 1.039 4.438 -2.873
C 9.320 -2.079 4.439
C -0.870 -2.386 1.755
C 1.053 4.360 -1.487
C 8.227 -1.983 5.290
C -3.871 -2.386 2.989
C -4.061 -3.677 2.148
C -1.640 -0.090 0.980
C 6.892 -2.814 3.490
C 2.201 6.468 -1.361
C 1.604 5.528 -3.514
C 7.993 -2.919 2.653
C -3.725 -0.051 1.769
C -4.885 -2.150 -3.190
C 6.983 -2.358 4.799
C 9.226 -2.539 3.159
C -1.882 -1.362 1.714
Be -1.265 -4.028 -0.491
Li 4.372 -2.062 1.781
H 0.810 -1.347 1.398
H -3.224 -5.583 0.681
H 5.935 -3.020 3.056
H -4.652 -7.144 -5.423
H -3.849 -2.583 0.271
H 10.201 -2.534 2.690
H -4.886 -4.242 2.592
H -3.167 -4.293 2.274
H 0.579 3.655 -3.459
H 1.598 5.615 -4.590
H 8.307 -1.603 6.306
H -5.414 -3.411 0.453
H -4.303 -1.767 -2.354
H 2.653 7.269 -0.796
H 7.903 -3.268 1.634
H 10.323 -1.787 4.700
H 0.596 3.512 -0.991
H -4.691 -1.555 -4.078
H -4.960 -5.731 -6.465
H -4.799 -1.931 3.342
H 6.101 -2.266 5.418
H 1.627 5.318 0.347
H -6.217 -6.293 -5.339
H -5.948 -2.118 -2.953
H -3.293 -2.667 3.875
```

=====

No. 5
Computed, not measured: a molecular structure, C24H25ClN6O4SV, with ωB97M-V/def2-TZVPD.

**ΔE to the lowest compared entry with this formula, charge and spin**: 124.2 kJ/mol
**2S+1**: 2
**Orbital gap (alpha / beta)**: 6.484 / 6.979 eV
**Maximum force**: 0.66 eV/A
**Charge**: +2

```
62
C24H25ClN6O4SV | the OMol25 dataset | ωB97M-V/def2-TZVPD
V 0.836 -0.569 -0.944
Cl 1.097 0.248 6.115
S 2.544 0.250 -5.008
O 4.175 -0.344 1.022
O 5.082 0.030 3.739
O 2.152 -0.282 0.102
O 4.023 0.360 5.646
N 0.444 -0.122 3.566
N 0.910 -0.245 2.336
N 0.491 -0.163 -3.543
N 1.593 -0.232 -2.716
N -0.844 -1.695 -0.717
N 3.924 -0.034 -2.683
C -2.304 2.859 -0.359
C 2.758 -0.024 -3.317
C -0.338 0.950 -0.602
C -1.537 -1.119 4.572
C 2.646 -0.012 3.794
C -2.658 1.558 -0.685
C -1.976 -0.836 -1.187
C -0.972 -0.140 3.771
C -0.136 0.145 -5.908
C 3.975 0.150 4.471
C -1.033 -2.071 0.708
C -3.116 0.771 3.259
C 0.046 1.418 -6.730
C -0.642 -2.899 -1.547
C -1.671 0.588 -0.808
C 1.440 0.027 4.481
C 2.234 -0.187 2.448
C -1.738 0.811 3.110
C 0.023 2.250 -0.265
C 3.005 -0.298 1.224
C 0.818 0.052 -4.766
C -3.702 -0.200 4.061
C -2.917 -1.139 4.717
C -0.973 3.208 -0.148
H -0.472 -2.605 -2.585
H -0.914 -1.840 5.084
H 4.929 -0.152 2.802
H -2.902 -1.201 -0.737
H -0.716 4.225 0.113
H 1.029 1.459 -7.201
H -0.125 -2.539 1.087
H -3.074 3.613 -0.259
H -1.141 0.083 -5.489
H -1.526 -3.539 -1.504
H -0.081 2.308 -6.114
H 0.209 -3.462 -1.161
H -3.700 1.300 -0.833
H -3.377 -1.887 5.347
H 3.968 -0.134 -1.679
H 0.007 -0.740 -6.535
H -1.260 1.568 2.502
H -2.046 -0.952 -2.270
H 4.787 0.137 -3.174
H -3.732 1.513 2.767
H -1.248 -1.178 1.288
H -1.863 -2.779 0.768
H -4.776 -0.218 4.188
H 1.058 2.512 -0.083
H -0.694 1.449 -7.527
```

=====

No. 6
Computed, not measured: a molecular structure, C24H25F3N4O3PbS4, with ωB97M-V/def2-TZVPD.

**ΔE to the lowest compared entry with this formula, charge and spin**: 22.6 kJ/mol
**Orbital gap**: 7.315 eV
**Maximum force**: 0.49 eV/A

```
64
C24H25F3N4O3PbS4 | the OMol25 dataset | ωB97M-V/def2-TZVPD
Pb -0.140 1.371 -0.268
S 0.580 4.080 -0.150
S 1.446 -1.418 2.079
S -0.152 1.404 2.492
S -1.994 3.429 -1.557
F -3.286 1.062 5.744
F -1.609 2.294 5.196
F -1.451 0.143 5.098
O -0.975 5.832 -1.109
O -1.320 -1.516 -0.325
O -0.924 -0.153 -2.910
N 2.643 1.159 -1.170
N 1.884 -0.580 0.679
N -2.376 1.270 1.102
N 3.874 -1.815 0.478
C -0.913 -1.546 -2.665
C 2.403 -5.345 2.182
C 3.578 -5.374 1.447
C -4.130 1.158 3.204
C 3.409 0.084 -1.017
C -2.067 0.314 -3.597
C -3.686 1.236 0.885
C 3.394 -3.013 1.048
C -2.772 1.204 3.443
C 4.503 -0.168 -1.829
C -4.616 1.183 1.901
C 2.959 2.037 -2.112
C 1.716 -4.146 2.335
C -2.270 1.178 4.864
C -2.125 6.401 -1.744
C 4.063 -4.211 0.862
C -1.876 1.283 2.353
C 2.999 -0.811 0.111
C -0.863 4.519 -0.944
C -2.033 -2.020 0.786
C 4.836 0.757 -2.810
C 2.223 -2.977 1.793
C 4.058 1.890 -2.951
C -1.833 -1.989 -1.551
H 5.094 -1.069 -1.734
H 4.118 -6.302 1.315
H 4.280 2.644 -3.692
H -1.150 -2.097 -3.584
H -1.932 -3.110 0.848
H -4.814 1.107 4.039
H -2.855 -1.616 -1.702
H 4.751 -1.882 -0.010
H -3.991 1.253 -0.156
H -1.885 1.356 -3.850
H -1.906 6.544 -2.801
H 4.971 -4.233 0.270
H -1.610 -1.569 1.681
H -2.283 7.363 -1.263
H -1.883 -3.087 -1.550
H 0.793 -4.112 2.900
H -2.996 5.763 -1.627
H -3.097 -1.767 0.724
H -2.970 0.265 -2.979
H 0.110 -1.785 -2.370
H -2.234 -0.263 -4.514
H 5.691 0.586 -3.451
H 2.300 2.895 -2.195
H -5.674 1.159 1.691
H 2.018 -6.249 2.633
```